P.
This record from the OMol25 dataset describes C19H26N2O3S in the gas phase. The level of theory is wB97M-V/def2-TZVPD.

Structure (XYZ):
```
51
Properties=species:S:1:pos:R:3:mulliken_charge:R:1
C 1.969 -6.845 0.846 -1.303
C 1.428 -5.829 -0.151 -0.103
C 0.032 -5.347 0.249 -0.880
O -0.513 -4.426 -0.671 -0.414
C -0.077 -3.141 -0.681 1.041
C 0.802 -2.571 0.227 -0.482
C 1.154 -1.233 0.138 -1.261
C 0.638 -0.442 -0.874 -0.010
C 0.978 0.996 -1.056 0.083
O 0.973 1.541 -2.144 -0.678
N 1.277 1.659 0.091 -0.218
C 1.611 3.056 0.106 -1.532
C 0.554 3.995 0.737 -0.255
C -0.799 3.865 0.107 0.511
C -1.550 4.891 -0.385 -0.622
C -2.794 4.478 -0.909 -0.491
C -2.978 3.138 -0.804 -0.641
S -1.636 2.357 -0.072 0.070
N 0.582 3.899 2.201 0.093
C 0.329 5.172 2.843 -0.977
C -0.260 2.873 2.783 -1.032
C -0.230 -1.010 -1.808 -0.300
C -0.600 -2.337 -1.724 0.841
O -1.447 -2.969 -2.579 -0.447
C -1.987 -2.226 -3.645 -0.910
H 2.045 -6.406 1.839 0.329
H 2.956 -7.183 0.544 0.364
H 1.312 -7.710 0.905 0.324
H 1.366 -6.276 -1.145 0.319
H 2.105 -4.975 -0.216 0.359
H 0.042 -4.929 1.264 0.354
H -0.665 -6.189 0.235 0.412
H 1.227 -3.163 1.022 0.368
H 1.866 -0.839 0.849 0.466
H 1.254 1.169 0.968 0.267
H 1.745 3.343 -0.941 0.510
H 2.547 3.204 0.652 0.409
H 0.909 5.006 0.501 0.589
H -1.221 5.916 -0.380 0.460
H -3.513 5.150 -1.343 0.404
H -3.819 2.551 -1.116 0.461
H 0.456 5.050 3.918 0.338
H -0.686 5.554 2.655 0.346
H 1.053 5.907 2.494 0.338
H 0.059 2.716 3.815 0.370
H -1.325 3.147 2.790 0.338
H -0.155 1.937 2.242 0.302
H -0.595 -0.370 -2.595 0.536
H -2.621 -2.921 -4.194 0.228
H -2.594 -1.389 -3.284 0.358
H -1.204 -1.845 -4.308 0.367
```

## Properties
Kohn-Sham gap: 8.833 eV
multiplicity: 1

Q.
This record from the OMol25 dataset describes C19H26N2O3S in the gas phase. The level of theory is wB97M-V/def2-TZVPD.

Structure (XYZ):
```
51
Properties=species:S:1:pos:R:3:mulliken_charge:R:1
C 2.134 1.071 6.291 -1.306
C 1.710 0.240 5.088 -0.103
C 2.910 -0.461 4.447 -0.879
O 2.544 -1.280 3.357 -0.393
C 2.236 -0.716 2.162 0.973
C 2.358 0.625 1.835 -0.328
C 2.029 1.075 0.567 -1.514
C 1.550 0.199 -0.393 -0.241
C 1.182 0.750 -1.723 0.529
O 1.698 1.752 -2.186 -0.695
N 0.230 0.047 -2.387 0.143
C -0.378 0.512 -3.604 -1.493
C -1.869 0.881 -3.410 0.300
C -2.580 -0.369 -2.989 -0.253
C -2.705 -0.882 -1.733 -0.318
C -3.358 -2.136 -1.711 -0.904
C -3.710 -2.562 -2.949 -0.435
S -3.258 -1.437 -4.171 -0.169
N -2.081 1.922 -2.410 0.065
C -1.277 3.111 -2.635 -1.042
C -3.485 2.284 -2.349 -1.082
C 1.436 -1.159 -0.080 -0.299
C 1.778 -1.623 1.175 0.644
O 1.710 -2.925 1.571 -0.454
C 1.291 -3.888 0.638 -0.901
H 2.845 1.840 5.996 0.330
H 2.603 0.443 7.045 0.324
H 1.270 1.557 6.738 0.365
H 1.222 0.878 4.349 0.368
H 0.990 -0.521 5.394 0.313
H 3.360 -1.151 5.166 0.405
H 3.673 0.270 4.151 0.360
H 2.718 1.337 2.560 0.369
H 2.133 2.118 0.313 0.461
H -0.283 -0.665 -1.889 0.053
H -0.330 -0.279 -4.363 0.474
H 0.201 1.366 -3.955 0.535
H -2.250 1.194 -4.404 0.554
H -2.370 -0.360 -0.854 0.690
H -3.556 -2.690 -0.811 0.412
H -4.211 -3.467 -3.229 0.483
H -0.222 2.891 -2.504 0.323
H -1.558 3.854 -1.891 0.381
H -1.437 3.542 -3.634 0.333
H -3.630 2.986 -1.530 0.355
H -3.837 2.755 -3.282 0.378
H -4.090 1.401 -2.159 0.318
H 1.113 -1.854 -0.839 0.634
H 1.329 -4.841 1.164 0.231
H 0.265 -3.705 0.299 0.347
H 1.958 -3.928 -0.230 0.361
```

## Properties
Kohn-Sham gap: 8.735 eV
multiplicity: 1

R.
This record from the OMol25 dataset describes 2 unconnected molecules or ions with the total composition C19H26N2O3S. The level of theory is wB97M-V/def2-TZVPD.

Structure (XYZ):
```
51
Properties=species:S:1:pos:R:3:mulliken_charge:R:1
C -8.392 -0.137 1.410 -0.903
H -8.339 0.910 1.039 0.376
O -7.595 -0.807 0.332 -0.441
C -6.404 -0.641 0.070 0.965
C -5.813 -1.583 -1.025 -1.358
C -4.580 -1.279 -1.154 -0.342
C -3.867 -0.300 -0.434 0.174
C -4.425 0.636 0.241 0.036
C -5.776 0.426 0.618 -0.512
H -6.131 0.982 1.460 0.390
H -3.925 1.601 0.890 0.051
C -2.475 0.076 -1.123 0.085
O -1.803 -1.036 -1.826 -0.655
C -1.583 1.286 -0.473 -0.266
C -1.027 0.806 0.737 -0.398
H -1.775 0.138 1.534 0.294
H -0.826 1.559 1.515 0.331
C 0.280 0.050 0.774 -1.771
N 1.395 1.118 0.053 0.028
C 2.587 0.969 0.467 0.662
N 3.021 -0.198 0.885 -0.065
H 2.360 -0.917 1.126 0.237
C 4.443 -0.317 1.363 -0.936
H 4.445 -0.772 2.502 0.207
H 4.971 0.695 1.020 0.265
C 5.208 -1.423 0.353 0.389
C 5.356 -1.063 -1.057 -0.878
H 4.804 -1.257 -1.833 0.751
C 6.774 -1.060 -1.165 -0.216
H 7.312 -0.235 -1.768 0.249
C 7.388 -0.971 0.108 -0.811
H 8.290 -1.641 0.139 0.219
O 6.427 -1.767 0.894 -0.460
H 7.461 -0.197 0.550 0.611
H 7.046 -2.025 -1.786 0.173
H 5.096 0.374 -1.046 0.018
H 4.549 -2.358 0.176 0.178
S 3.635 2.185 0.197 -0.558
C 0.742 2.114 -0.702 -1.161
C -0.580 1.697 -1.374 -1.446
H -0.108 0.606 -1.885 0.218
H -0.936 2.407 -1.931 0.766
H 0.415 2.908 -0.082 0.255
H 1.495 2.226 -1.393 0.736
H 0.566 -0.164 1.604 1.175
H 0.329 -0.843 0.041 0.311
H -2.204 1.932 -0.355 1.306
H -3.907 -1.952 -1.911 0.159
H -6.391 -2.092 -1.446 0.926
H -8.112 -0.164 2.363 0.386
H -9.424 -0.499 1.310 0.253
```

## Properties
Kohn-Sham gap: 6.857 eV
multiplicity: 1

Most stable = Q

P.
This record from the OMol25 dataset describes C17H17NO4S in the gas phase. The level of theory is wB97M-V/def2-TZVPD.

Structure (XYZ):
```
40
Properties=species:S:1:pos:R:3:mulliken_charge:R:1
C -6.176 0.205 -0.982 -1.293
C -4.744 0.463 -0.396 0.677
O -4.433 1.631 0.051 -0.625
N -4.039 -0.672 -0.409 -0.105
C -2.789 -0.972 -0.014 0.449
C -2.178 0.147 0.831 -0.223
C -0.945 -0.126 1.430 -0.593
C -0.254 -1.222 0.996 1.046
C 1.175 -1.549 1.489 0.156
O 1.683 -0.449 2.368 -0.636
C 1.960 -2.513 0.925 -0.720
S 2.300 -2.106 -0.622 1.221
O 1.251 -2.159 -1.547 -0.616
O 3.489 -2.732 -0.963 -0.741
C 2.642 -0.310 -0.702 -0.110
C 3.799 0.201 0.020 -0.086
C 4.150 1.572 0.083 -0.892
C 3.108 2.444 -0.102 1.256
C 3.347 3.816 0.054 -1.935
C 1.942 2.123 -1.002 -1.205
C 1.781 0.624 -0.938 0.639
C -0.991 -2.247 0.397 -0.855
C -2.170 -2.094 0.004 -0.964
H -6.826 1.131 -0.781 0.308
H -6.778 -0.543 -0.529 0.370
H -6.186 0.031 -2.005 0.379
H -4.443 -1.463 -0.994 0.266
H -2.543 1.404 0.924 0.192
H -0.338 0.724 1.756 0.360
H 1.400 -3.491 1.154 0.485
H 2.967 -2.728 1.607 0.356
H 4.648 -0.761 0.067 0.098
H 5.143 1.833 0.422 0.392
H 2.786 4.422 -0.582 0.492
H 4.464 4.219 -0.359 0.269
H 3.237 4.073 0.867 0.563
H 1.211 2.831 -1.033 0.404
H 0.765 0.052 -1.307 0.080
H -0.614 -3.157 0.273 0.511
H -2.803 -2.651 -0.455 0.627
```

## Properties
Kohn-Sham gap: 7.599 eV
multiplicity: 1

Q.
This record from the OMol25 dataset describes C17H17NO4S in the gas phase. The level of theory is wB97M-V/def2-TZVPD.

Structure (XYZ):
```
40
Properties=species:S:1:pos:R:3:mulliken_charge:R:1
C 3.526 -3.571 -1.001 -1.428
C 2.554 -2.780 -0.181 0.499
C 1.865 -3.351 0.878 -0.969
C 0.952 -2.619 1.617 -0.648
C 0.707 -1.289 1.312 0.317
N -0.214 -0.483 1.989 -0.078
C -1.108 -0.848 2.946 0.682
O -1.148 -1.932 3.483 -0.651
C -2.102 0.252 3.271 -0.840
S -3.492 0.173 2.073 -0.114
C -2.619 0.673 0.598 -0.450
C -2.329 -0.262 -0.386 -0.284
C -1.625 0.127 -1.508 -0.743
C -1.197 1.441 -1.651 0.340
C -1.482 2.378 -0.652 0.733
C -2.208 1.988 0.464 -0.427
O -1.062 3.679 -0.727 -0.473
C -0.067 3.895 -1.702 -0.353
C -0.431 3.173 -2.998 -0.477
O -0.493 1.780 -2.779 -0.455
C 1.407 -0.699 0.249 1.128
O 1.168 0.625 -0.027 -0.481
C 2.310 -1.444 -0.485 -0.894
H 3.816 -4.482 -0.483 0.367
H 4.420 -2.988 -1.213 0.364
H 3.074 -3.850 -1.953 0.288
H 2.041 -4.385 1.134 0.345
H 0.417 -3.074 2.433 0.561
H -0.272 0.452 1.605 0.110
H -2.557 0.061 4.241 0.423
H -1.666 1.249 3.238 0.361
H -2.650 -1.284 -0.265 0.463
H -1.385 -0.578 -2.287 0.457
H -2.435 2.725 1.217 0.535
H -0.008 4.974 -1.852 0.357
H 0.899 3.521 -1.334 0.198
H 0.325 3.333 -3.768 0.352
H -1.403 3.539 -3.354 0.284
H 1.640 0.858 -0.835 0.252
H 2.835 -0.977 -1.309 0.351
```

## Properties
Kohn-Sham gap: 8.483 eV
multiplicity: 1

Most stable = Q

P.
This record from the OMol25 dataset describes CH3N5 in the gas phase. The level of theory is wB97M-V/def2-TZVPD.

Structure (XYZ):
```
9
Properties=species:S:1:pos:R:3:mulliken_charge:R:1
H 0.975 0.801 -2.345 0.249
N 0.130 1.088 -1.756 -0.595
C -0.011 0.306 -0.737 0.544
N -1.090 0.447 0.191 -0.196
N -0.762 -0.166 1.281 -0.176
N 0.344 -0.979 1.131 -0.117
N 0.859 -0.635 -0.162 -0.311
H 0.955 -0.773 2.011 0.302
H 1.768 -0.147 -0.031 0.302
```

## Properties
Kohn-Sham gap: 9.370 eV
multiplicity: 1

Q.
This record from the OMol25 dataset describes CH3N5 in the gas phase. The level of theory is wB97M-V/def2-TZVPD.

Structure (XYZ):
```
9
Properties=species:S:1:pos:R:3:mulliken_charge:R:1
H 1.995 0.703 -0.002 0.268
N 1.981 -0.437 -0.162 -0.554
C 0.752 -0.443 0.080 0.415
N -0.090 -1.608 0.055 -0.143
N -1.294 -1.118 -0.155 -0.219
N -1.436 0.300 -0.188 -0.122
N -0.054 0.645 0.087 -0.206
H -1.978 0.427 0.621 0.278
H 0.123 1.530 -0.337 0.283
```

## Properties
Kohn-Sham gap: 9.343 eV
multiplicity: 1

Most stable = P

P.
This record from the OMol25 dataset describes 2 unconnected molecules or ions with the total composition C4H13N2O. The level of theory is wB97M-V/def2-TZVPD.

Structure (XYZ):
```
20
Properties=species:S:1:pos:R:3:mulliken_charge:R:1
C 0.555 1.414 -0.682 -1.011
C 0.413 0.551 -1.927 -0.394
C -0.389 -0.705 -1.597 -0.900
C 0.308 -1.754 -1.067 -0.060
N -0.078 -2.845 -0.383 -0.424
N -0.816 1.547 0.099 -1.908
H 1.283 1.018 0.022 0.363
H 0.781 2.407 -1.018 0.544
H 1.403 0.265 -2.299 0.334
H -0.195 1.040 -2.701 0.361
H -1.178 -0.887 -2.314 0.360
H 1.400 -1.717 -1.290 0.250
H -1.037 -3.169 -0.410 0.218
H 0.569 -3.615 -0.339 0.255
H -0.861 1.613 1.160 0.664
H -1.320 0.701 -0.197 0.402
H -1.339 2.362 -0.295 1.009
H -0.098 1.032 5.671 0.336
H 0.597 0.496 4.424 0.356
O 0.003 0.246 5.143 -0.756
```

## Properties
Kohn-Sham gap (alpha / beta): 4.063 / 8.941 eV
multiplicity: 2
<S²>: 0.75

Q.
This record from the OMol25 dataset describes 2 unconnected molecules or ions with the total composition C4H13N2O. The level of theory is wB97M-V/def2-TZVPD.

Structure (XYZ):
```
20
Properties=species:S:1:pos:R:3:mulliken_charge:R:1
C 0.749 2.420 -1.592 -1.126
C 0.672 1.376 -0.465 -0.030
C 1.387 0.084 -0.875 -0.750
N 1.146 -1.013 0.048 -0.225
C -0.157 -1.334 0.423 -0.418
N -0.446 -2.586 0.959 -0.324
H 1.283 1.988 -2.446 0.321
H -0.233 2.695 -1.975 0.319
H 1.305 3.324 -1.363 0.291
H 1.163 1.794 0.404 0.289
H -0.352 1.086 -0.248 0.131
H 1.203 -0.178 -1.923 0.367
H 2.437 0.282 -0.756 0.276
H 1.698 -1.820 -0.189 0.201
H -0.961 -0.635 0.470 0.326
H -1.360 -2.705 1.354 0.208
H 0.242 -3.299 1.114 0.146
H -3.233 -0.865 3.043 0.298
H -3.606 0.009 1.857 0.301
O -2.939 -0.623 2.159 -0.601
```

## Properties
Kohn-Sham gap (alpha / beta): 5.097 / 9.303 eV
multiplicity: 2
<S²>: 0.75

Most stable = Q

P.
This record from the OMol25 dataset describes C3H2O in the gas phase. The level of theory is wB97M-V/def2-TZVPD.

Structure (XYZ):
```
6
Properties=species:S:1:pos:R:3:mulliken_charge:R:1
C -1.864 -0.023 0.006 -0.149
C -0.639 -0.184 -0.086 -0.057
C 0.614 0.356 -0.080 0.085
O 1.697 -0.282 0.060 -0.461
H -2.938 -0.166 0.309 0.329
H 0.696 1.526 0.172 0.253
```

## Properties
Kohn-Sham gap: 9.919 eV
multiplicity: 1

Q.
This record from the OMol25 dataset describes C3H2O in the gas phase. The level of theory is wB97M-V/def2-TZVPD.

Structure (XYZ):
```
6
Properties=species:S:1:pos:R:3:mulliken_charge:R:1
C 0.831 -0.302 0.245 -0.368
C 0.281 0.808 -0.292 -0.610
C -1.038 0.608 -0.396 0.841
O -2.179 0.482 -0.520 -0.292
H 0.214 -1.157 0.529 0.173
H 1.891 -0.439 0.433 0.256
```

## Properties
Kohn-Sham gap: 9.105 eV
multiplicity: 1

R.
This record from the OMol25 dataset describes a molecular structure, C3H2O. The level of theory is wB97M-V/def2-TZVPD.

Structure (XYZ):
```
6
Properties=species:S:1:pos:R:3:mulliken_charge:R:1
C 0.384 -1.257 1.647 -0.478
C 0.326 -1.306 2.852 -0.054
C 0.162 -0.439 -0.068 0.096
O -0.437 0.624 -0.175 -0.333
H 0.908 -0.495 -0.795 0.317
H -1.115 0.890 0.628 0.451
```

## Properties
Kohn-Sham gap: 7.101 eV
multiplicity: 1

Most stable = Q